# 1
{"formula": "C20H25N3O4S", "method": "ωB97M-V/def2-TZVPD", "smiles": "CCCn1c(=S)[nH]c2cc(C(=O)N3CCC[C@H](C(=O)OCC)C3)ccc2c1=O", "relative_energy_ev": 0.073, "total_energy_ha": -1640.63650, "homo_ev": -8.540, "species": ["S", "O", "O", "O", "O", "N", "N", "N", "C", "C", "C", "C", "C", "C", "C", "C", "C", "C", "C", "C", "C", "C", "C", "C", "C", "C", "C", "C", "H", "H", "H", "H", "H", "H", "H", "H", "H", "H", "H", "H", "H", "H", "H", "H", "H", "H", "H", "H", "H", "H", "H", "H", "H"], "xyz": [[-4.85161, 2.60242, -3.32493], [3.78044, -1.66101, 1.06846], [-1.33941, 1.81148, 3.64699], [4.06167, 0.45693, 0.39564], [-3.18653, -1.90404, -2.21380], [-3.33581, 1.98642, -1.31868], [0.71894, 1.52896, 2.76697], [-3.88255, 0.19872, -2.71689], [3.25494, 0.38610, 3.45639], [-1.16535, -0.48553, 1.20834], [-3.72537, -0.00484, -5.18191], [-1.23317, 0.88488, 1.47511], [-2.60610, 1.19657, -0.47066], [5.01985, -3.57981, 0.35531], [1.61605, 1.13211, 1.71313], [-0.62713, 1.44813, 2.72986], [2.25673, 0.83566, 4.52015], [1.38557, 1.96577, 3.97609], [-3.98493, 1.52885, -2.42540], [-1.80392, -1.00621, 0.10468], [-3.20114, -0.72734, -1.92643], [3.52854, -0.35612, 1.10476], [-2.34497, -0.64802, -5.14991], [-1.95931, 1.72131, 0.64692], [-4.53615, -0.29954, -3.91917], [4.76798, -2.10182, 0.12859], [2.50887, -0.02649, 2.17843], [-2.52412, -0.17233, -0.74924], [1.90929, -0.91780, 2.37932], [-1.76722, -2.05977, -0.12566], [1.05027, 0.84583, 0.82566], [2.78643, 1.17882, 5.40896], [-3.63003, 1.07512, -5.30673], [2.26289, 1.97784, 1.44954], [3.84835, -0.45295, 3.82341], [-2.03194, 2.77524, 0.86904], [-2.42610, -1.71673, -4.96645], [-4.64728, -1.37744, -3.78841], [-3.43962, 2.97428, -1.12465], [4.10060, -4.14202, 0.21644], [-5.51974, 0.17021, -3.99091], [2.00465, 2.83985, 3.74585], [5.38162, -3.74867, 1.36590], [3.93493, 1.20723, 3.21758], [5.67843, -1.51048, 0.27399], [0.61392, 2.25000, 4.69339], [1.61863, -0.00294, 4.80513], [-1.83658, -0.49393, -6.09844], [4.39584, -1.91006, -0.88362], [-1.73052, -0.21431, -4.36276], [-4.29171, -0.39037, -6.03082], [5.76358, -3.93453, -0.35194], [-0.62070, -1.13364, 1.87737]]}

# 2
{"formula": "C12H11ClO2", "method": "ωB97M-V/def2-TZVPD", "smiles": "C=C=C1Cc2cccc(OC)c2[C@@]1(O)Cl", "relative_energy_ev": 1.608, "total_energy_ha": -1074.39351, "homo_ev": -8.910, "species": ["Cl", "O", "O", "C", "C", "C", "C", "C", "C", "C", "C", "C", "C", "C", "C", "H", "H", "H", "H", "H", "H", "H", "H", "H", "H", "H"], "xyz": [[0.05300, -2.58030, -0.77669], [1.00894, -0.29411, -1.93832], [2.23275, -0.48758, 0.44200], [1.04858, 0.83685, 2.14358], [3.36762, -0.59635, 1.30128], [-1.25113, 0.57757, 0.63065], [-1.29732, 1.25443, 1.82837], [1.16340, 0.10948, 0.97037], [-0.00925, -0.01886, 0.24506], [-1.79075, -0.39066, -2.70233], [-2.48296, 0.25736, -0.28388], [-0.11734, 1.40763, 2.56341], [-1.51120, -0.38325, -1.43990], [-2.20860, -0.51195, -3.93928], [0.06321, -0.75005, -1.04236], [-2.89629, 1.22834, -0.65180], [-2.11338, 1.89037, 2.12101], [4.28009, -0.43691, 0.68256], [1.87693, 1.00291, 2.84641], [1.71141, -0.31467, -1.37329], [-3.28421, -0.41013, -0.00857], [3.56931, -1.59857, 1.66948], [-0.24533, 1.50079, 3.64393], [3.31194, 0.24423, 2.03053], [-2.61754, -1.51716, -4.17370], [-1.86188, -0.01943, -4.78853]]}

# 3
{"formula": "C45H65N19O2S", "method": "ωB97M-V/def2-TZVPD", "total_energy_ha": -3342.18728, "homo_ev": -7.904, "species": ["S", "O", "O", "N", "N", "N", "N", "N", "N", "N", "N", "N", "N", "N", "N", "N", "N", "N", "N", "N", "N", "N", "C", "C", "C", "C", "C", "C", "C", "C", "C", "C", "C", "C", "C", "C", "C", "C", "C", "C", "C", "C", "C", "C", "C", "C", "C", "C", "C", "C", "C", "C", "C", "C", "C", "C", "C", "C", "C", "C", "C", "C", "C", "C", "C", "C", "C", "H", "H", "H", "H", "H", "H", "H", "H", "H", "H", "H", "H", "H", "H", "H", "H", "H", "H", "H", "H", "H", "H", "H", "H", "H", "H", "H", "H", "H", "H", "H", "H", "H", "H", "H", "H", "H", "H", "H", "H", "H", "H", "H", "H", "H", "H", "H", "H", "H", "H", "H", "H", "H", "H", "H", "H", "H", "H", "H", "H", "H", "H", "H", "H", "H"], "xyz": [[-6.55985, -1.41906, 2.44414], [-3.04134, 3.38898, -0.70389], [-1.15436, 0.98942, -0.93155], [-5.02580, -1.76932, 1.69838], [-5.38523, 0.45905, -6.70091], [-0.66731, -1.72431, -7.59187], [-10.05322, -2.18062, 3.94080], [-0.61172, 2.07810, 3.11033], [6.91733, 2.92459, 2.97347], [2.53731, 2.25443, -5.73805], [1.96746, -3.50530, 9.50754], [-3.18629, -2.65494, -2.83101], [9.17245, -0.51109, 2.11203], [-6.60742, 0.27330, 2.00570], [4.33798, 0.12705, -2.72974], [2.66430, -5.59718, -6.58465], [-4.45770, 3.31434, -1.94436], [-0.82293, 4.94091, 6.89967], [-7.26091, -6.00901, 7.08971], [5.03889, -0.42870, 3.06689], [4.85189, -0.68512, -7.36768], [3.61790, 0.70008, 6.71198], [-3.02515, -0.67235, -6.87792], [3.88218, 2.54866, 4.87114], [-1.77019, 4.63957, 6.31365], [-0.32954, 1.89032, -0.13444], [-6.14150, -5.74350, 6.99907], [5.19334, -4.93225, -6.77855], [-0.04137, -2.52389, -7.04206], [0.77190, 0.25388, 4.38960], [2.70825, -0.83083, -4.54642], [-4.34690, -0.03942, -6.78008], [-3.47957, 2.11948, -0.12261], [-4.71764, -5.40580, 6.88381], [-4.87912, 1.97225, 0.62551], [8.45208, -0.17978, 1.27359], [2.25760, -2.40018, 9.66932], [5.91545, -0.39587, 3.81809], [-5.84770, 3.28620, 0.79734], [-8.66845, -3.99979, 5.22800], [6.29856, 3.12716, 2.02030], [0.90416, 1.29543, -7.55391], [3.62170, -0.29460, -3.53040], [1.81789, 1.83158, -6.53774], [1.01693, 1.21103, 0.48174], [-3.74266, -1.66242, -3.02756], [2.24018, 1.07047, -0.56968], [7.53607, 0.24166, 0.20703], [-4.37925, -0.62852, 1.05475], [-2.05663, -1.88677, 0.17003], [-5.39900, 3.01651, -2.55475], [5.14684, 0.42034, -7.21330], [-0.00312, 1.27457, 3.67576], [3.77783, -5.30488, -6.67003], [0.75642, -3.53836, -6.34308], [-6.59096, 2.63955, -3.32572], [2.62630, -0.99437, 9.87500], [3.73466, 1.51375, 5.90196], [-2.45871, 0.87171, -0.28560], [7.02875, -0.35364, 4.77241], [-9.44321, -2.98156, 4.50775], [-5.39556, 0.60400, 1.26154], [5.51135, 3.38545, 0.80851], [5.52097, 1.82570, -7.01717], [-2.95554, -0.52958, 0.30437], [-2.97503, 4.25612, 5.56805], [-4.45540, -0.40352, -3.27763], [-2.78004, -2.78854, 0.06859], [3.23146, 1.21115, 0.03770], [4.97133, 2.49270, 0.48096], [-3.14631, 4.91452, 4.71206], [1.40361, 1.16981, -8.51854], [-5.19656, 4.25913, 0.78817], [-2.90648, -1.47567, -6.14557], [-4.24229, -5.94145, 6.05754], [6.53972, 0.46788, 0.59697], [2.31254, -1.80837, -4.25649], [-4.16829, -5.66074, 7.79418], [3.62047, -0.89930, 10.32015], [-6.74414, 3.30371, -4.18070], [4.03242, 3.53800, 5.31203], [2.24838, 1.88515, -1.38315], [-1.29013, -2.00989, 1.02412], [1.38744, 1.94458, 1.31748], [-7.49702, 2.68346, -2.71452], [-3.86957, 4.30194, 6.19527], [-0.89310, 2.36195, 0.77650], [-2.90247, 3.23571, 5.18149], [-2.73105, 3.99782, 0.03073], [2.63887, -0.43917, 8.93268], [1.74819, -3.64502, -6.78567], [-4.57877, 0.17880, -2.35958], [-2.22163, 0.04722, -6.70230], [-2.85877, -1.10796, -7.86536], [-7.67733, -4.13814, 4.78735], [0.27924, -4.52092, -6.37767], [6.14541, 3.70420, -0.02348], [2.99663, 2.61015, 4.23200], [7.89609, 1.13999, -0.30235], [5.53384, 2.37553, -7.96241], [6.51633, 1.92037, -6.57433], [5.74870, -5.19231, -5.87327], [-3.92231, 0.22897, -3.99286], [-4.57026, -4.33712, 6.70481], [5.68051, -5.44053, -7.61513], [-5.45467, -0.58091, -3.68509], [7.41730, -0.53541, -0.55294], [5.31595, -3.85689, -6.93662], [-6.37415, 3.28434, 1.83988], [-6.51295, 1.62120, -3.71665], [1.75734, 0.10685, 3.93775], [3.20706, -0.95682, -5.51159], [0.89769, -3.28395, -5.28878], [2.27165, -0.01122, -0.96869], [1.85249, -0.17028, -4.70862], [-1.52670, -1.79150, -0.86628], [0.93328, 0.52820, 5.43586], [4.73798, 2.35109, 4.21969], [4.76920, 4.17210, 0.97033], [0.76941, 0.22077, 1.05349], [-6.59242, 3.28162, -0.08322], [0.04865, 1.95710, -7.71542], [7.92863, -0.82026, 4.36242], [1.92325, -0.48665, 10.54113], [0.02742, 2.80677, -0.76735], [-9.16777, -4.97212, 5.21308], [-8.52137, -3.72789, 6.27651], [6.78509, -0.87901, 5.70018], [0.50791, 0.31772, -7.26443], [4.82079, 2.33984, -6.35331], [0.26514, -0.71508, 4.38365], [7.29042, 0.67366, 5.04105]]}

# 4
{"formula": "C30H24Cl5IrN8O2S", "method": "ωB97M-V/def2-TZVPD", "charge": 2, "relative_energy_ev": 0.367, "total_energy_ha": -4549.08068, "homo_ev": -12.962, "species": ["Ir", "Cl", "Cl", "Cl", "Cl", "Cl", "S", "O", "O", "N", "N", "N", "N", "N", "N", "N", "N", "C", "C", "C", "C", "C", "C", "C", "C", "C", "C", "C", "C", "C", "C", "C", "C", "C", "C", "C", "C", "C", "C", "C", "C", "C", "C", "C", "C", "C", "C", "H", "H", "H", "H", "H", "H", "H", "H", "H", "H", "H", "H", "H", "H", "H", "H", "H", "H", "H", "H", "H", "H", "H", "H"], "xyz": [[0.73777, -0.15315, 2.49099], [0.23141, -2.53603, -0.51230], [2.05885, -4.99418, -0.60876], [4.56146, -3.38289, 3.91199], [2.58948, -0.81497, 3.88148], [4.23899, -5.47790, 1.54601], [-1.26582, -2.33603, 4.27987], [-0.67468, 2.31373, -3.47178], [-0.40417, -1.09498, 3.92206], [2.46900, 3.12321, 0.53490], [3.58099, 2.61850, 1.10404], [-0.01496, 2.51443, -5.55937], [-2.84607, 1.63527, 1.39871], [-2.91923, 0.59991, 0.54106], [-1.25075, 1.87497, -5.54608], [-1.02825, 0.35772, 1.55737], [1.81557, 1.35326, 1.59663], [3.75632, 4.32080, -2.49128], [-1.70869, 1.46131, 2.00859], [3.16791, 1.55626, 1.72682], [3.22967, -4.10850, 1.63525], [1.47479, 3.34299, -3.73632], [-4.86545, -0.22898, -2.54926], [-1.59347, 1.77722, -4.31180], [2.61234, 3.61446, -4.49188], [3.74676, 4.09930, -3.86383], [-0.05915, -4.68259, 3.66930], [1.42496, 2.35802, 0.80067], [3.39666, -3.19674, 2.68293], [2.55832, 4.36163, -0.26782], [-4.75110, -0.17650, -3.93011], [1.39462, -2.75250, 0.73856], [-2.89104, 1.11554, -2.32488], [-3.69262, 0.49694, -4.51789], [-2.75539, 1.13168, -3.71130], [-0.14006, -3.66497, 4.80366], [-3.93876, 0.42645, -1.74293], [0.28342, 2.75029, -4.33316], [-1.73778, -3.17624, 2.74909], [2.54924, -2.11469, 2.67944], [-4.14107, 0.37209, -0.24913], [-1.82876, -0.14785, 0.61788], [2.23968, -3.87670, 0.67165], [1.54259, -1.83855, 1.77015], [-1.42199, -4.65198, 2.98071], [2.60904, 4.08589, -1.74552], [1.47309, 3.60297, -2.37255], [-2.78109, -2.95663, 2.53307], [-1.64946, -1.03123, 0.03573], [-4.83890, 1.12368, 0.11750], [-3.57602, 0.52734, -5.59256], [0.56512, 3.43249, -1.80722], [0.18101, -5.67167, 4.05567], [-1.36016, 2.10808, 2.79898], [0.42148, 2.55734, 0.46639], [3.82267, 0.92527, 2.30014], [-1.09600, -2.74366, 1.97990], [3.45814, 4.85851, 0.08456], [1.69588, 4.97149, 0.00048], [-2.18038, -5.10049, 3.62578], [-5.68402, -0.77851, -2.09981], [-2.16438, 1.63821, -1.71604], [4.63551, 4.30192, -4.44516], [-0.59002, -4.08215, 5.70545], [2.59777, 3.43925, -5.55916], [0.79494, -3.17994, 5.08278], [-5.48366, -0.67441, -4.54995], [-1.43314, -5.19459, 2.03602], [-4.52974, -0.60818, 0.02768], [0.72422, -4.40008, 2.96652], [4.65656, 4.68004, -2.00861]]}

Number 1: Kohn-Sham gap 8.53 eV. Number 2: Kohn-Sham gap 9.61 eV. Number 3: Kohn-Sham gap 6.89 eV. Number 4: Kohn-Sham gap 6.23 eV.